No. 1
Density functional theory data (wB97M-V/def2-TZVPD) for one molecule with the formula C12H19NO4.

CARTESIAN COORDINATES (ANGSTROEM)
1 C 3.4026 -0.5474 1.3874
2 C 3.4419 0.1842 0.0537
3 C 2.1390 0.0658 -0.7617
4 C 1.2394 1.2754 -0.5693
5 N 0.6561 1.2470 0.8066
6 C -0.5698 1.8477 0.9298
7 C -1.7475 1.6410 0.3215
8 C -2.1352 0.6410 -0.6948
9 O -1.2442 -0.4417 -0.6113
10 C -1.3946 -1.3733 -1.6596
11 C -2.0238 -2.6641 -1.1742
12 C -1.4405 -3.1660 0.1342
13 C -2.6883 2.6016 0.8831
14 O -3.8780 2.7399 0.6658
15 O -2.0182 3.4142 1.8118
16 C -0.7532 2.9416 1.9221
17 O 0.0993 3.3457 2.7020
18 H 2.4516 -0.4469 1.8906
19 H 3.5817 -1.6013 1.2463
20 H 4.1619 -0.1403 2.0376
21 H 3.6313 1.2345 0.2264
22 H 4.2591 -0.2131 -0.5325
23 H 2.3424 -0.0575 -1.8149
24 H 1.5679 -0.7736 -0.3895
25 H 1.8082 2.1926 -0.6712
26 H 0.4503 1.2725 -1.3014
27 H 1.2782 1.7952 1.3913
28 H -2.1458 1.0857 -1.6851
29 H -3.1345 0.2961 -0.4448
30 H -2.0059 -0.9531 -2.4509
31 H -0.4240 -1.5951 -2.0894
32 H -3.0918 -2.5261 -1.0481
33 H -1.8914 -3.4265 -1.9287
34 H -0.4593 -3.5991 0.0046
35 H -2.1025 -3.9156 0.5412
36 H -1.3624 -2.3810 0.8715

Orbital gap, eV: 8.81
SMILES: CCCCNC1=C(COCCC)C(=O)OC1=O
LUMO, eV: -0.59
Relative energy (zero: lowest compared OMol25 entry of this formula, charge and spin), kJ/mol: 0.0
HOMO, eV: -9.40
Calculated total energy, a.u.: -824.3586

=====

No. 2
Density functional theory data (wB97M-V/def2-TZVPD) for one molecule with the formula C12H19NOS.

CARTESIAN COORDINATES (ANGSTROEM)
1 C 2.6822 0.5966 0.2615
2 C 3.4365 -0.5677 -0.2895
3 C 2.7117 -1.9080 -0.1598
4 C 1.2744 -1.6539 -0.7515
5 C -0.4445 1.8689 0.0400
6 C 0.7117 1.5200 1.0364
7 C -1.1230 0.6064 -0.3815
8 C 0.6418 -0.6973 0.2088
9 C -1.9744 -0.1865 0.6744
10 C -1.2733 0.4239 -1.8712
11 C -2.8970 -1.1333 -0.1045
12 C -2.6970 0.7142 1.6432
13 N 1.4379 0.3394 0.6136
14 O 3.1007 1.7697 0.3615
15 S -0.5800 -1.1142 1.5057
16 H 3.5854 -0.1766 -1.2439
17 H 4.4467 -0.5472 0.2617
18 H 3.1868 -2.5952 -0.9117
19 H 2.4216 -2.2227 0.9038
20 H 1.5384 -1.0872 -1.6498
21 H 0.6576 -2.3883 -1.1274
22 H -1.1478 2.4279 0.6057
23 H -0.0568 2.5254 -0.7773
24 H 1.4959 2.3302 1.1467
25 H 0.4317 1.2835 2.0940
26 H -1.6886 -0.5134 -2.2198
27 H -0.2633 0.5401 -2.3705
28 H -1.9579 1.1855 -2.3289
29 H -2.2285 -1.8850 -0.6267
30 H -3.2531 -0.6127 -1.0043
31 H -3.7171 -1.6607 0.4975
32 H -3.0951 0.0948 2.5418
33 H -3.4385 1.3898 1.4031
34 H -1.9252 1.3338 2.0188

Orbital gap (spin up / spin down), eV: 7.58 / 7.58
LUMO (spin up / spin down), eV: 0.38 / 0.38
Relative energy (zero: lowest compared OMol25 entry of this formula, charge and spin), kJ/mol: 111.7
HOMO (spin up / spin down), eV: -7.20 / -7.20
Calculated total energy, a.u.: -996.7009

=====

No. 3
Density functional theory data (wB97M-V/def2-TZVPD) for a 3-piece molecular cluster, C12H19O9PS3 overall.

CARTESIAN COORDINATES (ANGSTROEM)
1 O -0.4994 0.3912 -4.6532
2 C -1.5614 0.9553 -4.2550
3 C -2.9429 0.5944 -4.9780
4 C -3.8653 0.9624 -3.9566
5 P -5.7462 0.7508 -4.1165
6 O -5.9632 -0.2679 -5.5032
7 O -6.2042 -0.2318 -2.7636
8 S -6.7161 2.4162 -4.2261
9 C -3.0902 1.5334 -2.6718
10 O -3.4584 1.6101 -1.4831
11 O -1.8019 1.9045 -3.2071
12 H -3.1081 0.1264 -6.0111
13 H -5.2902 -0.9836 -5.3560
14 H -5.3789 -0.7657 -2.6038
15 O 0.0674 -1.4236 1.0915
16 S 0.5296 -2.0190 -0.1431
17 O 0.1668 -3.3633 -0.5347
18 C 0.1486 -0.9066 -1.4855
19 C 1.3655 0.0071 -1.5660
20 C 2.5831 -0.9043 -1.4110
21 C 2.3060 -1.8386 -0.2326
22 H -0.7768 -0.3702 -1.2738
23 H 0.0414 -1.4983 -2.3976
24 H 1.3885 0.5588 -2.5081
25 H 1.3441 0.7343 -0.7475
26 H 2.7180 -1.4915 -2.3256
27 H 3.4996 -0.3317 -1.2516
28 H 2.7622 -2.8184 -0.3796
29 H 2.6490 -1.4059 0.7090
30 O 2.9623 2.0961 2.8915
31 S 2.8884 0.7212 3.3297
32 O 3.3447 -0.3767 2.5055
33 C 3.6588 0.5963 4.9341
34 C 2.5301 0.8805 5.9161
35 C 1.3163 0.1144 5.3862
36 C 1.2207 0.3880 3.8841
37 H 4.4820 1.3066 5.0079
38 H 4.0310 -0.4245 5.0470
39 H 2.7936 0.5719 6.9300
40 H 2.3106 1.9530 5.9349
41 H 1.4594 -0.9577 5.5571
42 H 0.3977 0.4079 5.8993
43 H 0.8245 -0.4721 3.3420
44 H 0.6131 1.2705 3.6760

Orbital gap, eV: 7.85
SMILES: O=C1C=C(P(O)(O)=S)C(=O)O1.O=S1(=O)CCCC1.O=S1(=O)CCCC1
LUMO, eV: -2.02
HOMO, eV: -9.88
Calculated total energy, a.u.: -2681.7040

=====

No. 4
Density functional theory data (wB97M-V/def2-TZVPD) for C12H20AuBrN4O2 as an isolated structure.

CARTESIAN COORDINATES (ANGSTROEM)
1 Au 1.6908 -0.3316 -0.3794
2 O 3.3204 -0.3316 -0.3794
3 C -2.9112 0.5815 0.2780
4 N -2.5786 -0.6846 -0.3556
5 C -3.5914 -1.1842 -1.2812
6 C -1.2888 -1.1570 -0.4076
7 N -0.2495 -0.3883 -0.3528
8 N -1.1451 -2.5187 -0.5420
9 C 0.1650 -3.0507 -0.9095
10 C -1.9590 -3.4406 0.2431
11 H -3.9709 0.6107 0.5551
12 H -2.7089 1.4171 -0.3999
13 H -2.3333 0.7232 1.1975
14 H -4.0536 -0.3577 -1.8331
15 H -4.3765 -1.7078 -0.7264
16 H -3.1774 -1.8715 -2.0262
17 H -0.5478 0.5892 -0.2942
18 H 0.5879 -2.5009 -1.7575
19 H 0.0830 -4.0992 -1.2165
20 H 0.8594 -2.9916 -0.0646
21 H -2.6573 -2.9257 0.9114
22 H -1.3314 -4.0801 0.8740
23 H -2.5368 -4.0836 -0.4282
24 C 2.9884 -0.3316 2.3528
25 C 1.6908 -0.3316 1.6136
26 O 0.6316 -0.3316 2.2200
27 H 2.8174 -0.3316 3.4506
28 H 3.5679 0.5729 2.0756
29 H 3.5679 -1.2361 2.0756
30 Br 4.3911 4.5770 -1.3963
31 C 2.8370 3.6854 -0.8111
32 C 1.7232 4.4044 -0.3916
33 C 0.5917 3.7124 0.0345
34 C 0.6229 2.3258 0.0228
35 N 1.6908 1.6018 -0.3794
36 C 2.7774 2.3004 -0.7886
37 H 1.7261 5.4904 -0.3927
38 H -0.2941 4.2416 0.3681
39 H -0.2358 1.7436 0.3462
40 H 3.6183 1.6903 -1.1053

Orbital gap, eV: 6.18
LUMO, eV: 0.15
HOMO, eV: -6.03
Calculated total energy, a.u.: -3548.1407

=====

No. 5
Density functional theory data (wB97M-V/def2-TZVPD) for a 2-piece molecular cluster, C12H20BFNO8PS overall.

CARTESIAN COORDINATES (ANGSTROEM)
1 C -3.5383 1.1869 2.1722
2 O -2.4767 0.3175 1.7611
3 B -2.2750 0.1047 0.4421
4 O -3.3139 -0.0228 -0.4260
5 P -0.4492 -0.2232 -0.1966
6 C 0.7488 0.2404 1.1244
7 C 1.0281 1.7033 1.4753
8 C -0.2044 2.5483 1.7702
9 C 0.1563 4.0098 2.0560
10 C 0.1814 4.8548 0.7793
11 N -1.1479 5.1380 0.2276
12 S -0.3947 1.3824 -1.6167
13 O 0.8119 2.1373 -1.5461
14 O -1.6654 2.0398 -1.7367
15 F -0.2823 0.5429 -2.9585
16 H -4.4897 0.6563 2.1829
17 H -3.6140 2.0434 1.5016
18 H -3.2955 1.5346 3.1737
19 H -3.1524 0.3206 -1.3110
20 H 1.6763 -0.2734 0.8713
21 H 0.3207 -0.2788 1.9906
22 H 1.6704 1.7085 2.3623
23 H 1.6105 2.1647 0.6764
24 H -0.8657 2.5407 0.8951
25 H -0.7654 2.1010 2.5925
26 H -0.5730 4.4435 2.7478
27 H 1.1377 4.0646 2.5377
28 H 0.7512 4.3222 0.0133
29 H 0.6910 5.8001 0.9822
30 H -1.3796 4.5054 -0.5274
31 H -1.8688 5.0376 0.9317
32 O 1.6863 -6.5699 -3.6984
33 C 1.8044 -5.7577 -2.7985
34 C 2.9693 -5.6169 -1.9572
35 C 2.9519 -4.6827 -0.9951
36 O 3.9527 -4.4564 -0.1615
37 C 1.7563 -3.7757 -0.7590
38 O 1.8642 -2.9771 0.1577
39 C 0.5986 -3.9031 -1.6079
40 C 0.6166 -4.8360 -2.5727
41 O -0.3777 -5.0516 -3.4142
42 H 3.8152 -6.2669 -2.1288
43 H 3.6519 -3.7312 0.4238
44 H -0.2392 -3.2407 -1.4430
45 H -0.0832 -5.7852 -3.9931

Orbital gap, eV: 7.49
SMILES: COB(O)P(CCCCCN)S(=O)(=O)F.O=C1C=C(O)C(=O)C=C1O
LUMO, eV: -1.55
HOMO, eV: -9.04
Calculated total energy, a.u.: -1990.2728

=====

No. 6
Density functional theory data (wB97M-V/def2-TZVPD) for C12H20BMgNO15 as an isolated structure.

CARTESIAN COORDINATES (ANGSTROEM)
1 Mg -0.8220 -0.0965 -1.0557
2 O 5.0674 3.9502 3.4198
3 C 4.3935 2.9819 3.1918
4 O 3.6834 2.8142 2.1045
5 B 3.1859 1.4430 1.9882
6 O 3.3441 0.9083 3.4072
7 C 4.1167 1.7157 4.0721
8 O 4.4506 1.5305 5.2420
9 O 4.0206 0.7343 1.0344
10 C 3.2946 0.3937 -0.0622
11 O 3.7047 -0.1495 -1.1039
12 C 1.9334 0.9514 0.2037
13 O 1.8744 1.4389 1.4106
14 O 0.9467 0.8414 -0.5823
15 N -1.3503 1.4956 -3.7569
16 O -1.1289 0.6609 -2.9228
17 O -1.5717 2.6190 -3.2590
18 O -1.1643 1.2894 -4.9796
19 C -0.7005 -0.7316 2.1674
20 O -0.5225 -1.0540 0.7911
21 C -0.0967 -2.3879 0.6652
22 C 0.8503 -2.3416 -0.5157
23 O 0.3383 -1.5257 -1.5422
24 C 1.0475 -1.7862 -2.7388
25 H -1.4051 -1.3122 2.7629
26 H -1.0640 0.2890 2.2871
27 H 0.2289 -1.0048 2.6670
28 H -0.8596 -3.1520 0.5166
29 H 0.4480 -2.6964 1.5575
30 H 0.9499 -3.4018 -0.7483
31 H 1.7822 -1.9283 -0.1300
32 H 0.4059 -1.4926 -3.5696
33 H 1.3102 -2.8389 -2.8434
34 H 2.0502 -1.3621 -2.7928
35 C -1.5813 2.5229 0.5182
36 O -1.8435 1.2050 -0.0093
37 C -3.2400 1.1181 -0.3494
38 C -3.5585 -0.3613 -0.3890
39 O -2.4477 -1.0050 -1.0437
40 C -2.5838 -2.3914 -1.5058
41 H -2.1311 2.7239 1.4376
42 H -1.7676 3.3535 -0.1627
43 H -0.5538 2.5242 0.8819
44 H -3.3479 1.5426 -1.3475
45 H -4.0122 1.5562 0.2829
46 H -4.4806 -0.5088 -0.9512
47 H -3.5789 -0.7609 0.6249
48 H -1.5815 -2.5942 -1.8831
49 H -3.3519 -2.5685 -2.2586
50 H -2.6819 -3.1518 -0.7311

Orbital gap, eV: 8.19
LUMO, eV: -1.00
Relative energy (zero: lowest compared OMol25 entry of this formula, charge and spin), kJ/mol: 170.5
HOMO, eV: -9.19
Calculated total energy, a.u.: -1877.6556